DFT (wB97M-V/def2-TZVPD) results for a structure of composition C58H54CrN4O4P2S.

Each line ends with the Mulliken charge.
Cartesian coordinates (Å):
Cr  -0.804  1.142  1.284  0.676
O  0.348  2.259  -2.290  -1.118
S  0.884  1.172  -1.423  2.600
C  1.236  -0.160  -2.574  -0.707
C  2.404  -0.149  -3.296  -0.264
C  2.694  -1.088  -4.305  -1.269
C  1.758  -2.043  -4.574  0.522
C  1.757  -3.165  -5.583  -0.807
C  0.402  -3.887  -5.370  -0.844
C  -0.290  -3.091  -4.293  0.328
C  -1.526  -3.219  -3.734  -1.338
C  -1.886  -2.312  -2.722  0.147
C  -1.073  -1.306  -2.229  0.109
P  -1.896  -0.283  -0.909  1.814
C  -3.209  0.462  -1.949  1.107
C  -2.843  1.616  -2.644  -0.523
C  -3.745  2.237  -3.495  -0.772
C  -5.020  1.717  -3.663  -0.747
C  -5.384  0.558  -2.992  -0.739
C  -4.482  -0.071  -2.147  -0.597
C  -2.744  -1.593  0.057  0.562
C  -3.993  -1.402  0.645  -0.614
C  -4.529  -2.358  1.500  -0.667
C  -3.823  -3.516  1.787  -1.100
C  -2.574  -3.714  1.211  -0.460
C  -2.038  -2.762  0.357  -0.706
C  0.219  -1.131  -2.830  -1.159
C  0.546  -2.050  -3.852  0.799
C  2.568  1.611  -0.999  -0.687
C  2.926  2.878  -1.370  0.401
C  4.219  3.399  -1.150  -1.473
C  5.148  2.586  -0.578  0.627
C  6.601  2.813  -0.238  -0.894
C  7.093  1.455  0.330  -0.812
C  5.865  0.577  0.348  -0.108
C  5.688  -0.713  0.764  -1.202
C  4.389  -1.249  0.705  0.354
C  3.288  -0.563  0.222  -0.662
P  1.648  -1.339  0.512  2.794
C  2.018  -3.049  -0.070  0.067
C  2.431  -3.178  -1.397  -0.543
C  2.663  -4.424  -1.955  -0.485
C  2.487  -5.575  -1.199  -0.868
C  2.094  -5.461  0.125  -0.795
C  1.864  -4.210  0.686  -0.488
C  1.631  -1.484  2.340  1.226
C  2.426  -0.698  3.169  -1.246
C  2.238  -0.700  4.544  -0.516
C  1.268  -1.503  5.120  -0.750
C  0.469  -2.296  4.309  -0.890
C  0.637  -2.269  2.932  -1.000
C  3.476  0.749  -0.316  -1.294
C  4.773  1.282  -0.184  1.256
H  3.133  0.623  -3.081  0.571
H  3.634  -1.035  -4.839  0.442
H  2.605  -3.834  -5.427  0.247
H  1.850  -2.774  -6.598  0.377
H  0.541  -4.920  -5.046  0.300
H  -0.191  -3.918  -6.284  0.342
H  -2.225  -3.985  -4.043  0.526
H  -2.876  -2.426  -2.298  0.405
H  -1.840  2.017  -2.535  0.271
H  -3.446  3.130  -4.029  0.523
H  -5.727  2.209  -4.318  0.396
H  -6.372  0.138  -3.128  0.458
H  -4.780  -0.985  -1.648  0.320
H  -4.553  -0.495  0.451  0.300
H  -5.504  -2.193  1.940  0.481
H  -4.242  -4.260  2.451  0.403
H  -2.010  -4.614  1.422  0.549
H  -1.065  -2.936  -0.089  0.218
H  2.171  3.490  -1.847  0.591
H  4.440  4.418  -1.439  0.404
H  6.700  3.613  0.498  0.303
H  7.172  3.116  -1.116  0.319
H  7.510  1.560  1.332  0.282
H  7.873  1.015  -0.293  0.271
H  6.500  -1.307  1.162  0.471
H  4.233  -2.248  1.097  0.591
H  2.603  -2.291  -1.993  0.327
H  2.993  -4.491  -2.985  0.470
H  2.667  -6.549  -1.635  0.388
H  1.974  -6.346  0.736  0.473
H  1.588  -4.154  1.731  0.470
H  3.178  -0.049  2.740  0.318
H  2.837  -0.049  5.166  0.357
H  1.114  -1.486  6.191  0.356
H  -0.301  -2.920  4.744  0.404
H  -0.029  -2.855  2.307  0.438
N  -1.796  -0.213  2.662  0.612
C  -1.660  0.281  4.050  -1.131
C  -0.444  1.193  4.214  0.049
O  -0.085  1.516  5.348  -0.799
N  0.061  1.576  3.049  1.679
C  1.126  2.550  3.028  -1.294
C  1.215  3.163  1.631  0.381
O  1.965  4.096  1.407  -0.808
O  0.437  2.614  0.742  -0.050
H  -2.753  -0.497  2.476  0.007
H  -1.236  -1.059  2.568  -0.668
H  -1.603  -0.534  4.773  0.537
H  -2.543  0.873  4.298  0.472
H  2.102  2.107  3.263  0.375
H  0.975  3.345  3.765  0.462
C  -2.333  3.766  0.186  -0.020
C  -3.451  4.833  0.142  -0.955
N  -4.268  4.765  1.356  -0.183
C  -3.384  4.853  2.520  -0.946
C  -2.421  3.641  2.564  -0.755
N  -2.558  2.849  1.326  1.190
C  -3.929  2.322  1.249  0.124
C  -4.955  3.477  1.384  -0.996
H  -1.342  4.200  0.308  0.376
H  -2.307  3.173  -0.727  -0.493
H  -4.111  4.679  -0.715  0.298
H  -3.031  5.837  0.059  0.349
H  -4.000  4.898  3.420  0.305
H  -2.831  5.791  2.452  0.342
H  -2.636  2.992  3.415  0.386
H  -1.381  3.953  2.651  0.118
H  -4.033  1.811  0.289  -0.569
H  -4.058  1.581  2.044  0.365
H  -5.509  3.406  2.322  0.247
H  -5.679  3.450  0.568  0.383

Computed properties:
HOMO-LUMO gap (spin up / spin down) = 6.83 / 7.72 eV
⟨S²⟩ = 6.016
Energy relative to the best compared isomer or geometry (same formula, charge and spin) = 0.0 kJ/mol
E_LUMO (spin up / spin down) = -0.092 / -0.097 eV
HOMO energy (spin up / spin down) = -6.919 / -7.817 eV
M = 1017.105 g/mol
Spin multiplicity = 5

---

DFT (wB97M-V/def2-TZVPD) results for a structure of composition C58H55BaN4O6P2S.

Each line ends with the Mulliken charge.
Cartesian coordinates (Å):
Ba  -0.877  4.137  -0.858  1.523
C  -1.160  1.972  4.128  -1.684
C  -0.682  2.471  2.783  0.394
N  -1.500  2.905  1.889  0.276
N  -2.773  3.066  2.137  -0.388
C  -3.694  3.643  1.153  -0.582
N  -4.824  4.013  1.977  -0.534
S  -3.055  5.308  0.712  -0.338
C  0.731  2.452  2.451  0.365
C  1.711  2.236  3.430  -0.706
C  3.042  2.263  3.068  -0.350
C  3.377  2.484  1.742  -0.839
C  2.343  2.718  0.847  -0.739
N  1.073  2.718  1.186  0.415
H  -2.139  1.507  3.997  0.432
H  -1.254  2.773  4.863  0.250
H  -0.484  1.215  4.517  0.224
H  -3.086  3.222  3.093  0.643
H  -5.428  3.236  2.211  0.393
H  -5.365  4.732  1.515  0.356
H  1.438  2.072  4.461  0.399
H  3.807  2.119  3.819  0.436
H  4.404  2.487  1.412  0.535
H  2.552  2.915  -0.192  0.829
O  -4.690  2.860  -2.326  -0.616
C  -3.536  2.856  -1.452  1.496
O  -2.877  3.982  -1.591  -1.355
C  -2.623  1.691  -1.989  -1.321
O  -1.427  1.714  -1.251  -0.938
C  -0.340  1.020  -1.811  0.044
C  0.918  1.911  -1.949  -0.142
O  2.007  1.327  -2.077  0.051
O  0.761  3.140  -1.936  -1.183
H  -4.610  3.709  -2.783  0.547
H  -2.442  1.953  -3.042  0.538
H  -3.106  0.709  -1.941  0.187
H  -0.574  0.631  -2.809  0.808
H  -0.062  0.180  -1.162  -0.767
O  3.646  -1.340  0.658  0.274
C  4.508  -0.417  0.095  -0.615
C  5.637  0.094  0.722  -0.770
C  6.389  1.081  0.106  -0.896
C  6.007  1.574  -1.128  -0.921
C  4.933  1.007  -1.789  -0.515
C  4.208  -0.028  -1.217  1.365
P  2.837  -0.869  -2.089  1.034
C  3.663  -2.549  -2.274  0.248
C  4.707  -3.093  -1.539  -0.274
C  5.154  -4.381  -1.782  -0.572
C  4.578  -5.150  -2.776  -0.630
C  3.532  -4.623  -3.516  -0.763
C  3.075  -3.348  -3.253  -0.533
C  3.297  -0.415  -3.818  0.708
C  2.342  0.112  -4.673  -0.522
C  2.670  0.451  -5.975  -0.624
C  3.959  0.258  -6.438  -0.641
C  4.914  -0.288  -5.595  -0.810
C  4.586  -0.629  -4.298  -0.088
C  3.102  -1.183  1.903  0.178
C  3.772  -0.908  3.086  -0.717
C  3.055  -0.792  4.267  -0.990
C  1.679  -0.906  4.272  -1.228
C  1.009  -1.217  3.100  -0.338
C  1.718  -1.425  1.931  1.295
P  1.076  -2.020  0.325  0.769
C  -0.626  -2.531  0.853  0.580
C  -0.875  -3.351  1.952  -0.526
C  -2.169  -3.718  2.271  -0.865
C  -3.231  -3.308  1.479  -0.719
C  -2.987  -2.521  0.366  -0.278
C  -1.694  -2.130  0.061  -0.415
C  1.742  -3.740  0.406  1.115
C  1.487  -4.546  -0.698  -0.597
C  1.873  -5.873  -0.708  -0.457
C  2.506  -6.419  0.395  -0.723
C  2.765  -5.625  1.498  -0.715
C  2.387  -4.295  1.505  -0.525
H  5.957  -0.277  1.680  0.397
H  7.264  1.474  0.606  0.368
H  6.557  2.384  -1.582  0.431
H  4.632  1.389  -2.750  0.581
H  5.199  -2.515  -0.771  0.288
H  5.971  -4.783  -1.196  0.424
H  4.943  -6.148  -2.974  0.381
H  3.077  -5.209  -4.302  0.388
H  2.246  -2.943  -3.823  0.387
H  1.342  0.276  -4.303  0.206
H  1.917  0.867  -6.627  0.450
H  4.224  0.531  -7.450  0.365
H  5.922  -0.451  -5.951  0.415
H  5.340  -1.057  -3.648  0.353
H  4.843  -0.797  3.125  0.328
H  3.584  -0.612  5.191  0.360
H  1.128  -0.780  5.194  0.422
H  -0.066  -1.306  3.101  0.715
H  -0.049  -3.709  2.553  0.497
H  -2.348  -4.341  3.138  0.410
H  -4.239  -3.617  1.722  0.431
H  -3.807  -2.221  -0.270  0.358
H  -1.505  -1.516  -0.808  0.258
H  0.986  -4.125  -1.558  0.211
H  1.678  -6.488  -1.575  0.445
H  2.799  -7.459  0.398  0.383
H  3.255  -6.044  2.366  0.436
H  2.596  -3.691  2.376  0.373
C  -5.455  0.608  -0.743  -2.010
C  -5.183  1.637  0.371  3.808
C  -4.861  0.793  1.625  -2.396
C  -3.905  2.508  0.068  0.576
C  -6.489  2.412  0.551  -1.343
C  -7.416  2.098  1.549  0.177
C  -8.591  2.817  1.693  -0.969
C  -8.897  3.847  0.822  -0.468
C  -8.001  4.154  -0.187  -1.124
C  -6.820  3.447  -0.320  -0.102
H  -4.644  -0.117  -0.780  -0.033
H  -5.549  1.097  -1.705  0.444
H  -6.384  0.078  -0.533  0.491
H  -3.919  0.268  1.482  0.139
H  -5.632  0.040  1.792  0.730
H  -4.764  1.398  2.526  0.392
H  -3.072  1.837  0.293  -0.315
H  -7.230  1.306  2.260  0.288
H  -9.267  2.575  2.504  0.386
H  -9.811  4.413  0.938  0.386
H  -8.219  4.960  -0.872  0.420
H  -6.126  3.705  -1.097  0.498

Computed properties:
Total charge = -1
HOMO-LUMO gap = 5.47 eV
E_LUMO = 2.174 eV
HOMO energy = -3.293 eV
M = 1135.443 g/mol

---

Calculated largest force on an atom (eV Å⁻¹), listed in the same order as above: 0.525; 5.767